1.
One molecule with the formula C21H25N5O4, computed with ωB97M-V/def2-TZVPD.

CARTESIAN COORDINATES (ANGSTROEM)
O  -0.67  1.77  4.07
O  -1.20  4.46  3.94
O  -1.11  -0.30  -4.48
O  -2.67  -3.39  -1.41
N  2.00  0.42  1.25
N  2.99  1.95  -0.27
N  1.48  2.61  1.40
N  0.73  -0.37  3.09
N  0.83  1.91  2.39
C  2.15  1.69  0.76
C  -1.23  -1.47  1.30
C  -0.08  2.46  3.26
C  0.20  -0.80  -2.48
C  2.19  0.51  -2.08
C  -1.79  -3.07  -0.42
C  -0.05  -0.09  -3.65
C  0.18  -3.36  0.92
C  -0.65  -3.80  -0.09
C  -0.24  3.95  3.06
C  1.18  0.57  2.26
C  -2.06  -1.89  0.29
C  -1.37  5.84  3.82
C  1.31  -0.50  -1.71
C  -0.09  -2.20  1.63
C  1.93  1.22  -3.25
C  3.34  0.88  -1.19
C  0.83  0.93  -4.03
C  -2.01  -1.33  -4.16
C  -2.48  -4.60  -2.10
C  0.85  -1.76  2.74
H  0.67  -2.35  3.64
H  -3.31  -4.66  -2.81
H  -0.52  4.13  2.01
H  2.84  2.86  -0.68
H  2.60  2.01  -3.55
H  -2.94  -1.33  0.02
H  -1.71  6.11  2.81
H  -0.41  -4.71  -0.61
H  -1.47  -0.56  1.83
H  -0.46  -1.59  -2.16
H  -0.44  6.38  4.04
H  -2.52  -5.46  -1.43
H  3.63  0.03  -0.57
H  -2.14  6.13  4.54
H  -1.54  -4.60  -2.65
H  -0.01  -0.07  3.72
H  -2.48  -1.18  -3.19
H  1.88  -1.93  2.41
H  1.48  -1.05  -0.80
H  1.06  -3.93  1.17
H  4.20  1.22  -1.77
H  -2.77  -1.30  -4.94
H  0.74  4.42  3.22
H  0.63  1.47  -4.93
H  -1.51  -2.31  -4.18

Properties
E_LUMO: 0.7 eV
ΔE to the lowest compared entry with this formula, charge and spin: 349.2 kJ/mol
HOMO level: -8.00 eV
Spin multiplicity: 1
Max |F|: 0.0271 Eh/bohr
Orbital gap: 0.3199 Ha
Calculated total energy: -37822.8625 eV
SMILES: COCC(=O)n1nc(NCc2ccc(OC)cc2)nc1NCc1ccc(OC)cc1



2.
A 9-piece molecular cluster, C16H32BN2O32S6 overall, computed with ωB97M-V/def2-TZVPD.

CARTESIAN COORDINATES (ANGSTROEM)
S  4.31  -3.05  -1.55
S  1.61  1.10  -2.38
S  2.07  -1.26  4.59
S  -3.44  -3.62  -4.94
S  3.01  3.53  4.14
S  -0.40  6.47  -0.43
O  5.50  -3.84  -1.23
O  2.29  2.13  -3.18
O  1.81  0.13  4.95
O  -1.30  5.13  0.01
O  4.14  4.15  4.85
O  0.34  5.58  -1.60
O  4.04  -1.90  -0.31
O  -3.19  -5.21  -4.47
O  3.43  -1.79  4.69
O  1.56  1.29  -0.93
O  -0.67  1.13  0.89
O  0.07  0.93  -3.04
O  1.37  -1.70  3.10
O  3.27  2.05  3.46
O  4.26  -2.32  -2.82
O  -0.52  2.65  2.55
O  -2.37  -0.14  -0.31
O  -1.29  7.51  -0.95
O  -0.35  -2.59  -1.59
O  0.52  6.83  0.61
O  -4.44  -3.58  -6.05
O  1.72  3.48  4.84
O  -1.94  -0.45  2.01
O  -2.11  -2.92  -5.09
O  -2.71  -0.97  -2.30
O  -2.27  0.65  4.00
O  1.86  -0.45  -2.88
O  0.91  -2.40  5.34
O  2.80  4.22  2.66
O  -0.38  -1.21  0.24
O  2.96  -3.91  -1.16
O  -4.13  -3.24  -3.48
N  -5.30  -1.05  -2.41
N  -0.91  4.02  4.88
C  3.62  2.21  2.10
C  0.38  -2.76  3.11
C  -0.09  4.31  -1.78
C  -3.44  -5.40  -3.11
C  2.90  3.44  1.55
C  0.28  0.45  -4.38
C  -0.84  1.55  2.13
C  -1.82  0.52  2.86
C  -3.48  -4.00  -2.49
C  1.37  -0.60  -4.23
C  -2.06  -0.92  -1.29
C  2.91  -2.23  0.44
C  -1.35  4.19  -1.06
C  -0.79  -1.70  -0.90
C  2.39  -3.58  0.10
C  0.55  -3.39  4.49
B  -1.27  -0.20  0.72
H  -5.09  -1.59  -3.23
H  -4.47  -0.66  -1.99
H  0.52  1.30  -5.02
H  -2.53  -5.83  -2.71
H  -1.44  3.14  -0.76
H  -0.40  -3.79  4.84
H  -2.46  -3.62  -2.37
H  4.71  2.28  2.00
H  1.85  3.28  1.27
H  -5.86  -1.60  -1.77
H  3.21  -2.10  1.49
H  -0.19  3.88  4.19
H  0.95  -1.61  -4.28
H  -1.36  3.12  4.87
H  3.34  3.84  0.64
H  -2.24  4.39  -1.66
H  2.72  -4.11  1.00
H  2.14  -1.54  0.11
H  1.36  -3.65  -0.26
H  -4.41  -5.89  -3.00
H  -0.65  4.18  5.84
H  -4.05  -3.97  -1.57
H  1.35  -4.12  4.54
H  3.35  1.27  1.61
H  0.68  3.77  -1.23
H  -0.72  0.13  -4.65
H  1.94  -0.52  -5.15
H  0.42  -3.44  2.26
H  -1.49  4.71  4.43
H  -5.79  -0.23  -2.75
H  -0.15  4.17  -2.86
H  -0.66  -2.44  3.21

Properties
E_LUMO (alpha / beta): -0.7 / -0.7 eV
HOMO level (alpha / beta): -3.84 / -8.14 eV
Spin multiplicity: 2
Max |F|: 0.1391 Eh/bohr
Orbital gap (alpha / beta): 0.1166 / 0.2735 Ha
Calculated total energy: -151291.1190 eV
<S²>: 0.75



3.
C10H17Cl2MoNO5 as an isolated structure, computed with ωB97M-V/def2-TZVPD.

CARTESIAN COORDINATES (ANGSTROEM)
Mo  -0.90  0.12  0.47
Cl  -1.14  2.43  0.58
Cl  -2.65  -0.89  1.26
O  2.39  2.75  1.20
O  0.37  -0.44  2.07
O  0.46  2.52  4.19
O  -0.26  1.83  6.19
O  0.54  0.38  4.76
N  0.23  1.61  5.09
C  -0.65  1.85  -2.45
C  -1.30  -0.55  -1.46
C  -0.37  0.57  -1.69
C  -0.59  -1.59  -0.81
C  2.00  -1.90  -0.11
C  0.91  0.16  -1.22
C  -2.74  -0.55  -1.86
C  2.20  0.92  -1.47
C  -1.08  -2.93  -0.32
C  0.83  -1.09  -0.64
H  -3.09  0.50  -2.10
H  2.88  0.69  -0.64
H  0.52  0.08  2.93
H  2.00  1.99  -1.40
H  -2.10  -2.85  0.05
H  -0.02  2.62  -2.04
H  2.40  -2.52  -0.91
H  -1.04  -3.62  -1.16
H  1.64  -2.53  0.71
H  -3.39  -0.96  -1.07
H  1.90  2.51  2.19
H  -1.70  2.11  -2.35
H  -2.85  -1.18  -2.79
H  -0.41  1.73  -3.49
H  2.71  0.71  -2.42
H  -0.43  -3.30  0.48
H  2.72  -1.21  0.22

Properties
Charge: -2
E_LUMO (alpha / beta): 4.8 / 4.8 eV
ΔE to the lowest compared entry with this formula, charge and spin: 457.1 kJ/mol
HOMO level (alpha / beta): 0.57 / 0.54 eV
Spin multiplicity: 3
Max |F|: 0.1691 Eh/bohr
Orbital gap (alpha / beta): 0.1548 / 0.1549 Ha
Calculated total energy: -49269.4992 eV
<S²>: 2.02



4.
A 2-piece molecular cluster, C15H17BrF11NO4PS overall, computed with ωB97M-V/def2-TZVPD.

CARTESIAN COORDINATES (ANGSTROEM)
Br  -3.46  -3.48  1.57
S  0.69  -2.99  0.59
P  -3.20  -1.82  0.01
F  1.83  0.02  1.74
F  3.79  -0.98  2.67
F  1.33  -0.45  6.16
F  0.92  -0.56  -3.41
F  -0.18  2.22  -1.18
F  -0.02  0.42  4.34
F  2.76  -3.74  2.16
F  2.41  0.88  4.50
F  0.51  -2.50  3.82
F  2.71  -2.23  4.69
F  3.44  -2.34  0.36
O  -1.58  -2.25  -0.49
O  1.02  -3.66  -0.80
O  -2.69  -0.57  1.10
O  -0.12  -4.09  1.37
N  -3.80  -0.87  -2.60
C  0.98  5.57  -1.94
C  -0.15  -1.12  -2.50
C  2.60  3.95  -2.74
C  0.23  -0.65  -0.98
C  2.19  5.28  -2.58
C  -1.23  -0.77  1.43
C  1.65  -1.56  3.85
C  1.31  -0.14  4.68
C  2.33  -2.54  1.36
C  -0.45  -1.55  0.21
C  2.33  -1.26  2.37
C  -3.45  -0.35  -1.22
C  0.18  4.53  -1.48
C  1.80  2.91  -2.26
C  0.59  3.21  -1.64
H  -4.58  -1.50  0.38
H  -3.64  -2.76  -1.00
H  1.40  -0.70  -0.82
H  -3.75  -0.10  -3.32
H  -0.77  4.74  -0.99
H  3.54  3.73  -3.23
H  -1.32  -1.59  2.27
H  -4.37  0.26  -0.81
H  -0.15  -2.27  -2.69
H  -0.73  0.24  1.80
H  -2.48  0.34  -1.23
H  -0.08  0.47  -0.85
H  0.67  6.60  -1.82
H  -4.78  -1.26  -2.61
H  -1.17  -0.69  -2.91
H  2.82  6.08  -2.95
H  2.10  1.88  -2.37

Properties
Charge: -1
E_LUMO: 1.5 eV
HOMO level: -4.91 eV
Spin multiplicity: 1
Max |F|: 0.2048 Eh/bohr
Orbital gap: 0.2338 Ha
Calculated total energy: -145560.9763 eV



5.
C7H28MgN14O7 as an isolated structure, computed with ωB97M-V/def2-TZVPD.

CARTESIAN COORDINATES (ANGSTROEM)
Mg  -11.23  12.53  -35.22
O  -13.24  10.21  -34.02
O  -9.47  9.87  -36.00
O  -15.18  13.22  -29.97
O  -9.00  12.59  -32.87
O  -13.09  12.21  -37.91
O  -13.18  14.78  -34.30
O  -9.47  14.66  -36.80
N  -15.14  9.37  -34.61
N  -8.69  16.71  -37.09
N  -13.77  11.52  -39.86
N  -8.06  15.19  -38.42
N  -13.54  13.57  -39.59
N  -13.41  16.96  -33.56
N  -13.77  14.39  -28.66
N  -7.85  8.51  -35.24
N  -9.23  7.70  -36.54
N  -14.95  16.14  -34.73
N  -7.84  11.31  -31.45
N  -7.66  13.41  -31.28
N  -14.11  8.57  -32.81
N  -13.00  12.91  -30.13
C  -8.21  12.47  -32.00
C  -13.84  15.86  -34.15
C  -13.45  12.43  -39.00
C  -8.92  8.75  -35.93
C  -8.80  15.45  -37.39
C  -14.06  13.50  -29.56
C  -14.15  9.45  -33.80
H  -15.16  10.12  -35.29
H  -6.99  13.09  -30.60
H  -8.75  6.81  -36.44
H  -13.87  17.86  -33.55
H  -12.83  14.36  -28.30
H  -8.09  14.19  -38.60
H  -8.50  17.30  -37.89
H  -13.72  10.54  -39.63
H  -13.32  14.44  -39.11
H  -7.37  15.87  -38.70
H  -7.89  10.45  -31.97
H  -7.52  7.55  -35.29
H  -15.91  8.71  -34.57
H  -15.50  15.49  -35.27
H  -9.08  17.09  -36.24
H  -13.66  13.56  -40.59
H  -13.29  8.50  -32.22
H  -7.60  14.32  -31.71
H  -14.89  7.96  -32.57
H  -12.46  16.98  -33.22
H  -13.11  12.46  -31.03
H  -14.32  15.24  -28.63
H  -15.39  17.04  -34.56
H  -7.32  11.28  -30.59
H  -13.91  11.83  -40.81
H  -12.13  13.38  -29.90
H  -10.13  7.77  -36.99
H  -7.29  9.29  -34.93

Properties
Charge: +2
E_LUMO: -8.6 eV
HOMO level: -13.00 eV
Spin multiplicity: 1
Max |F|: 0.1364 Eh/bohr
Orbital gap: 0.1611 Ha
Calculated total energy: -48341.0909 eV



6.
One molecule with the formula C25H25N3O2S3, computed with ωB97M-V/def2-TZVPD.

CARTESIAN COORDINATES (ANGSTROEM)
S  -4.48  -1.67  -1.43
S  -0.97  1.73  -1.17
S  1.18  3.71  -0.28
O  1.35  4.18  -1.62
O  1.31  4.63  0.81
N  -4.27  0.06  0.45
N  2.99  -0.30  0.31
N  2.24  2.45  -0.03
C  -0.43  2.96  -0.10
C  1.02  -2.81  -1.56
C  2.50  -4.51  -2.38
C  2.45  1.61  -1.19
C  -6.19  -1.42  0.82
C  1.98  1.77  1.23
C  1.17  -1.60  1.37
C  -5.00  -0.92  0.08
C  2.05  -2.26  -0.80
C  1.92  -2.40  2.23
C  -0.72  -1.84  2.84
C  -2.32  1.38  -0.13
C  -0.15  -1.33  1.69
C  3.31  -2.86  -0.84
C  3.53  -3.97  -1.62
C  2.97  0.62  1.43
C  1.25  -3.92  -2.35
C  -3.25  0.32  -0.42
C  -2.33  2.20  0.97
C  1.77  -1.07  0.09
C  0.04  -2.63  3.70
C  3.39  0.44  -0.88
C  1.36  -2.91  3.38
C  -1.24  3.09  0.99
C  -3.21  -0.53  -1.50
H  -0.40  -3.03  4.60
H  2.95  -2.62  1.98
H  4.39  0.83  -0.70
H  -1.04  3.81  1.76
H  -3.09  2.14  1.72
H  0.99  -0.46  -0.40
H  0.96  1.36  1.26
H  0.04  -2.35  -1.54
H  1.95  -3.53  4.04
H  1.49  1.23  -1.58
H  2.87  2.25  -1.97
H  4.51  -4.42  -1.65
H  -0.75  -0.72  1.03
H  -6.04  -2.47  1.09
H  2.08  2.52  2.01
H  2.70  0.07  2.34
H  2.68  -5.38  -2.99
H  3.98  1.02  1.54
H  -7.07  -1.36  0.19
H  4.10  -2.43  -0.25
H  0.44  -4.34  -2.94
H  -2.50  -0.53  -2.30
H  3.41  -0.23  -1.73
H  -1.75  -1.62  3.08
H  -6.33  -0.83  1.71

Properties
E_LUMO: -0.2 eV
HOMO level: -8.52 eV
Spin multiplicity: 1
Max |F|: 0.0259 Eh/bohr
Orbital gap: 0.3055 Ha
Calculated total energy: -67401.6232 eV
SMILES: Cc1nc(-c2ccc(S(=O)(=O)N3CCN(C(c4ccccc4)c4ccccc4)CC3)s2)cs1



Which of these has the lowest calculated total energy?
C16H32BN2O32S6